Entry from the Open Molecules 2025 dataset: 3 unconnected molecules or ions with the total composition C4H15NO3 (ωB97M-V with the def2-TZVPD basis set).

- total charge = +1
- E_tot (a.u.) = -441.53520
- spin multiplicity = 2
- gap between HOMO and LUMO (alpha / beta) (eV) = 10.740 / 5.565

```
23
Properties=species:S:1:pos:R:3:nbo_charge:R:1
C 1.60067 -0.48894 -1.00893 -0.0704
O 2.01041 0.10260 -2.24830 -0.7292
C 0.25335 -1.14634 -1.17784 -0.4462
C -0.90408 -0.25294 -1.65682 -0.3513
C -1.24375 0.85285 -0.57700 -0.2802
N -1.83686 0.29491 0.59205 -0.3342
H 2.34747 -1.18731 -0.64150 0.2041
H 1.51214 0.41275 -0.39857 0.1716
H 2.53265 -0.49445 -2.77235 0.4822
H 0.28472 -1.94257 -1.93153 0.2414
H -0.08043 -1.70771 -0.30126 0.2147
H -0.55762 0.34366 -2.49675 0.2715
H -1.74324 -0.89269 -1.89162 0.2332
H -1.98841 1.56023 -0.97216 0.2671
H -0.39400 1.47455 -0.33082 0.2431
H -1.08757 -0.08378 1.20712 0.4315
H -2.60366 -0.37753 0.54013 0.4133
H 0.24684 2.57562 2.02717 0.4890
H -0.78989 1.57473 2.61388 0.4561
O 0.10470 1.85894 2.63064 -0.9352
H -0.14047 -2.03827 2.90236 0.5026
H -0.04511 -0.47836 2.93759 0.4900
O 0.04535 -1.25463 2.37093 -0.9648
```

Entry from the Open Molecules 2025 dataset: a molecular structure, C3H3KO2 (ωB97M-V with the def2-TZVPD basis set).

- E_tot (a.u.) = -866.42626
- spin multiplicity = 1
- gap between HOMO and LUMO (eV) = 4.569

```
9
Properties=species:S:1:pos:R:3:nbo_charge:R:1
O -1.64518 -0.34901 0.34083 -0.7743
K -4.00124 0.76920 -0.73235 0.9506
O 0.93819 1.87970 0.11451 -0.5684
C 0.41613 0.78834 0.24545 0.4061
C -0.88495 0.41912 -0.31752 0.0613
C 1.13459 -0.62398 0.09470 -0.7458
H 2.21334 -0.42912 0.04316 0.2149
H 0.90626 -1.23823 -0.78892 0.2346
H 0.92286 -1.21603 1.00014 0.2210
```

Entry from the Open Molecules 2025 dataset: a molecular structure, C26H22F10N6O3Tl (ωB97M-V with the def2-TZVPD basis set).

- total charge = -1
- E_tot (a.u.) = -2729.24400
- spin multiplicity = 1
- gap between HOMO and LUMO (eV) = 6.942

```
68
Properties=species:S:1:pos:R:3:lowdin_charge:R:1
Tl -0.14788 -0.13895 -0.25127 1.1255
C -1.89604 1.35766 2.29579 -0.0744
N -0.72803 1.73068 1.49519 -0.2375
C 0.46116 1.86043 2.34344 -0.1902
C 1.09046 0.50273 2.54867 -0.2443
N 1.58135 -0.07054 1.30853 -0.0550
C 2.90350 0.05698 0.97177 -0.1843
C 3.52470 -0.92526 0.16585 -0.1639
F 2.82582 -2.01163 -0.18050 0.0950
C 4.83495 -0.88097 -0.23856 -0.1617
F 5.32968 -1.85414 -1.00661 0.1072
C 5.66678 0.13716 0.17305 -0.1710
F 6.94483 0.18512 -0.21437 0.0998
C 5.13872 1.09088 1.00147 -0.1628
F 5.91105 2.09974 1.41514 0.1042
C 3.80854 1.04990 1.38381 -0.1356
F 3.38214 2.08589 2.13614 0.0725
C -0.98118 2.94052 0.70341 -0.1856
C -1.71006 2.56399 -0.56799 -0.2404
N -0.88372 1.76811 -1.47139 -0.0389
C -0.17609 2.39683 -2.45453 -0.1898
C 0.14848 1.67332 -3.62691 -0.1785
F -0.33043 0.42898 -3.74995 0.0776
C 0.88277 2.16876 -4.67601 -0.1687
F 1.15284 1.39625 -5.73456 0.0934
C 1.31190 3.47725 -4.67548 -0.1716
F 2.04158 3.96814 -5.68218 0.0981
C 0.97438 4.25086 -3.59675 -0.1623
F 1.38246 5.52123 -3.55772 0.1056
C 0.25318 3.73381 -2.53298 -0.1338
F 0.01528 4.59092 -1.52298 0.0760
H -2.12105 2.14684 3.02641 0.0930
H -1.70687 0.42630 2.82670 0.0735
H -2.76317 1.21488 1.65242 0.0756
H 0.20541 2.32952 3.30731 0.1266
H 1.17650 2.50289 1.83990 0.1071
H 0.32706 -0.17650 2.93884 0.0907
H 1.86834 0.57820 3.30992 0.1174
H -0.02352 3.37946 0.44573 0.1079
H -1.54529 3.68500 1.28604 0.1268
H -2.11074 3.46136 -1.04560 0.1167
H -2.56166 1.94116 -0.29450 0.0819
N 2.45064 -0.66626 -3.99618 0.1846
C 1.65915 -0.63150 -2.88440 -0.5315
O 1.71795 0.31507 -2.11133 -0.0068
C 0.69322 -1.81094 -2.73935 -0.1979
C 0.04018 -1.99715 -1.38068 -0.2247
H 2.95862 0.16504 -4.23990 0.1076
H 2.27185 -1.34089 -4.71786 0.1048
H 1.25157 -2.71007 -3.02303 0.1126
H -0.06163 -1.64683 -3.51207 0.1092
H 0.64982 -2.58214 -0.69801 0.0347
H -0.97233 -2.38983 -1.42806 0.0442
O -1.14481 -1.56302 1.58714 -0.1785
N -2.37056 -1.73978 1.72622 -0.0364
N -3.08130 -1.15477 0.82984 -0.2381
O -2.60094 -0.41351 -0.15228 -0.2029
C -4.52686 -1.26552 0.94347 -0.1534
C -5.15228 -2.10818 1.86732 -0.0278
C -6.53738 -2.15662 1.91637 -0.1008
C -7.30911 -1.37965 1.05879 -0.1135
C -6.67601 -0.55632 0.14008 -0.0889
C -5.28477 -0.49602 0.07584 -0.0167
H -4.54772 -2.70934 2.52875 0.1001
H -7.02031 -2.81092 2.63400 0.0968
H -8.39271 -1.42416 1.10339 0.0940
H -7.26463 0.04882 -0.54043 0.0984
H -4.76982 0.13156 -0.63863 0.1093
```

Entry from the Open Molecules 2025 dataset: 6 unconnected molecules or ions with the total composition C9H27INO5 (ωB97M-V with the def2-TZVPD basis set).

- total charge = -1
- E_tot (a.u.) = -1087.84694
- spin multiplicity = 1
- gap between HOMO and LUMO (eV) = 7.994

```
43
Properties=species:S:1:pos:R:3:nbo_charge:R:1
I 0.85370 -2.69410 0.82236 -0.9192
O -0.50302 -5.90218 1.70494 -0.9709
H -0.40651 -4.95662 1.47141 0.4952
H -1.15538 -5.91047 2.41297 0.4572
O -1.29626 -1.26533 3.43425 -0.9788
H -0.70405 -1.90949 3.00098 0.4885
H -1.50391 -0.62488 2.74179 0.4788
O 2.61925 -4.78548 3.31857 -0.9718
H 2.51227 -5.42173 2.60091 0.4767
H 1.89582 -4.15665 3.16584 0.4907
O 4.15865 -4.11821 0.59434 -0.9830
H 3.29217 -3.66612 0.57447 0.4930
H 4.31509 -4.25965 1.53527 0.4707
C -2.75002 0.34712 -1.48264 -0.6072
C -1.35157 0.93696 -1.49808 0.1090
C -1.41599 2.10498 -2.49446 -0.3957
C -0.14707 2.94387 -2.51569 -0.3962
C 0.20363 3.35293 -1.07026 -0.4021
C 0.16039 2.30659 0.05040 0.1061
N -0.99332 1.40934 -0.18427 -0.1900
O -1.14607 0.40030 0.78413 -0.6119
C 1.45435 1.46766 0.12971 -0.6584
C -0.09229 3.03578 1.36794 -0.5984
C -0.42165 -0.15506 -2.10579 -0.6536
H -2.84270 -0.46064 -0.75189 0.2343
H -3.10502 -0.03410 -2.44132 0.1998
H -3.52465 1.06225 -1.17395 0.2016
H -1.67002 1.74441 -3.49064 0.2068
H -2.17238 2.81727 -2.14623 0.2005
H -0.28823 3.87624 -3.07010 0.2030
H 0.73590 2.48900 -2.97141 0.1981
H -0.20445 4.30670 -0.73174 0.2039
H 1.27125 3.61152 -1.15693 0.2056
H 2.05357 1.73433 1.00390 0.2141
H 1.32797 0.38559 0.09406 0.2365
H 2.12926 1.64698 -0.71694 0.2055
H 0.69988 3.76033 1.58516 0.1952
H -1.00305 3.63316 1.33321 0.2090
H -0.10971 2.31025 2.18080 0.2282
H -0.48975 -1.08624 -1.54164 0.2448
H 0.61851 0.17266 -2.06955 0.2040
H -0.71453 -0.37266 -3.13277 0.2001
H -0.29003 -0.07661 0.83889 0.4804
```